[1]
A structure of composition C3H2N3O. Source: the OMol25 dataset; level of theory: ωB97M-V with the def2-TZVPD basis set.

Structure (XYZ):
```
9
Properties=species:S:1:pos:R:3:forces:R:3:nbo_charge:R:1
C -0.9427 0.2016 1.0221 3.537 -0.915 -2.758 -0.06
C -1.1116 0.8016 -0.2513 1.027 -1.289 1.321 0.34
C 0.8962 -0.4269 -0.0587 -4.148 3.031 -0.791 0.42
N 2.7861 -1.3396 -1.1718 0.416 -0.291 -0.510 0.35
N 0.2102 -0.4650 0.9931 -0.702 -0.301 1.356 -0.22
N 1.8677 -0.9343 -0.7036 1.173 -0.542 -0.191 0.04
O -0.2267 0.5783 -1.0769 2.999 -1.410 -0.581 -0.37
H -1.5774 0.2115 1.7942 -2.058 0.060 2.876 0.25
H -1.9017 1.3728 -0.5471 -2.243 1.657 -0.721 0.23
```
Positions in Å, forces in eV/Å.

Output
**Energy above the lowest of the compared OMol25 structures with the same formula, charge and spin**: 2.581 eV
**Molar mass**: 96.1 g/mol
**Gap between HOMO and LUMO (spin up / spin down)**: 8.027 / 8.028 eV
**Total charge**: +1

***

[2]
A structure of composition C4H6BaO2. Source: the OMol25 dataset; level of theory: ωB97M-V with the def2-TZVPD basis set.

Structure (XYZ):
```
13
Properties=species:S:1:pos:R:3:forces:R:3:mulliken_charge:R:1
C 1.8254 -0.9766 1.9735 -0.691 -0.512 0.169 -0.51
C 1.2023 -0.6705 0.7710 0.295 -1.890 -0.565 0.03
H 1.6997 -1.1386 -0.0880 0.291 0.700 0.009 0.30
H 0.4562 0.9396 1.1175 -0.909 0.590 -1.871 0.25
O 1.5110 -1.4385 4.2890 -0.416 -0.421 0.027 -0.35
C 1.1075 -0.9576 3.1661 0.229 0.676 -0.339 0.27
H 2.8104 -1.4489 1.9672 -0.316 0.069 -0.111 0.29
H 2.2628 -2.0492 4.2087 0.286 0.251 0.061 0.37
H 0.1198 -0.4936 3.2328 0.239 -0.050 0.073 0.34
C 0.0361 0.1331 0.3454 0.722 0.494 2.479 -0.41
O -0.0774 0.3027 -0.9816 -0.165 2.067 -1.551 -0.72
Ba -0.4912 2.1340 -3.0374 0.300 -1.607 1.687 1.85
H -0.9072 -0.0831 0.8758 0.136 -0.368 -0.068 0.30
```
Positions in Å, forces in eV/Å.

Output
**Energy above the lowest of the compared OMol25 structures with the same formula, charge and spin**: 0.977 eV
**Molar mass**: 223.4 g/mol
**Gap between HOMO and LUMO**: 7.360 eV
**Total charge**: +2

***

Which value of energy above the lowest of the compared OMol25 structures with the same formula, charge and spin does entry 2 give?
0.977 eV

***

What is the molar mass in the second record?
223.4 g/mol

***

Look up the energy above the lowest of the compared OMol25 structures with the same formula, charge and spin of the first one.
2.581 eV

***

What is the total charge in the first record?
+1